# C3H3NO2

2 unconnected molecules or ions with the total composition C3H3NO2 in a non-equilibrium geometry (ωB97M-V with the def2-TZVPD basis set, OMol25).

```
9
Properties=species:S:1:pos:R:3:forces:R:3
C 0.893 -0.509 -0.340 1.75 1.76 -2.99
C 0.898 0.836 -0.507 2.24 -0.82 -3.18
C -0.264 0.412 1.187 -2.41 -1.56 3.86
N -2.259 -0.634 -0.164 -0.26 0.56 -1.46
O 0.174 -0.791 0.711 -0.77 1.17 1.63
O 0.201 1.360 0.476 -0.75 0.96 0.70
H 1.314 -1.299 -0.914 0.24 -0.26 -0.26
H 1.248 1.603 -1.219 0.14 -1.22 0.28
H -2.206 -0.978 0.771 -0.17 -0.60 1.43
```
Forces are in eV/Å.

Properties
Kohn-Sham gap (spin up / spin down): 8.7411 / 8.7921 eV
Lowest unoccupied orbital energy (spin up / spin down): -1.01 / -0.80 eV
Energy: -8737.085 eV
ΔE to the lowest compared entry with this formula, charge and spin: 185.5 kcal per mole

# C3H3NO2

C3H3NO2 in the gas phase in a non-equilibrium geometry (ωB97M-V with the def2-TZVPD basis set, OMol25).

```
9
Properties=species:S:1:pos:R:3:forces:R:3
C 1.079 0.000 -0.016 -1.09 -1.85 1.82
C -0.378 0.247 -0.109 -1.07 3.24 0.16
C -1.235 -0.853 0.314 0.16 0.94 -0.40
N -1.864 -1.756 0.610 -0.51 -0.78 0.32
O -0.942 1.594 0.159 0.78 -1.28 1.56
O -0.844 1.046 -1.136 -0.10 -1.04 -1.82
H 1.577 0.435 0.833 -0.32 0.24 0.74
H 1.609 0.385 -0.831 0.58 -0.09 -1.66
H 0.999 -1.099 0.176 1.55 0.61 -0.72
```
Forces are in eV/Å.

Properties
Kohn-Sham gap: 11.4587 eV
Lowest unoccupied orbital energy: 0.66 eV
Energy: -8739.974 eV
SMILES: CC1(C#N)OO1
ΔE to the lowest compared entry with this formula, charge and spin: 118.9 kcal per mole

# C3H3NO2

C3H3NO2 in the gas phase in a non-equilibrium geometry (ωB97M-V with the def2-TZVPD basis set, OMol25).

```
9
Properties=species:S:1:pos:R:3:forces:R:3
C 0.822 -0.865 -0.287 -1.72 0.53 1.08
C 0.226 0.104 0.552 1.08 0.62 0.90
C -1.707 0.201 -0.723 1.05 -5.19 0.31
N 0.276 -1.183 -1.435 -2.66 2.12 -1.69
O 0.313 -2.033 -2.304 0.79 -0.18 1.41
O -0.903 0.669 0.130 1.26 1.80 1.30
H 1.663 -1.375 0.000 2.29 -0.91 0.83
H 0.642 0.674 1.499 -0.72 -1.81 -2.28
H -2.107 0.914 -1.313 -1.37 3.03 -1.86
```
Forces are in eV/Å.

Properties
Kohn-Sham gap (spin up / spin down): 7.4994 / 7.3183 eV
Lowest unoccupied orbital energy (spin up / spin down): -0.71 / -0.62 eV
Energy: -8736.644 eV
ΔE to the lowest compared entry with this formula, charge and spin: 195.7 kcal per mole

# C3H3NO2

3 unconnected molecules or ions with the total composition C3H3NO2 in a non-equilibrium geometry (ωB97M-V with the def2-TZVPD basis set, OMol25).

```
9
Properties=species:S:1:pos:R:3:forces:R:3
C -1.869 0.040 0.208 0.18 0.12 -0.19
O -1.008 0.566 -0.454 -0.43 -0.30 0.33
C 1.554 0.982 -1.474 -0.04 1.37 -0.52
O 1.432 2.069 -1.779 0.17 -1.23 0.34
C 1.453 -1.077 0.808 0.90 -0.28 0.47
N 2.449 -1.390 1.298 -0.98 0.23 -0.41
H 0.546 -0.747 0.340 0.22 -0.03 0.06
H -1.727 -0.172 1.285 -0.01 0.03 -0.08
H -2.830 -0.271 -0.234 -0.02 0.08 0.01
```
Forces are in eV/Å.

Properties
Kohn-Sham gap: 11.1465 eV
Lowest unoccupied orbital energy: -0.05 eV
Energy: -8742.554 eV
ΔE to the lowest compared entry with this formula, charge and spin: 59.4 kcal per mole

# C3H3NO2

C3H3NO2 in the gas phase in a non-equilibrium geometry (ωB97M-V with the def2-TZVPD basis set, OMol25).

```
9
Properties=species:S:1:pos:R:3:forces:R:3
N 0.484 0.017 -2.396 -0.35 -0.61 0.35
C 0.073 -0.251 -1.344 2.08 -1.54 -1.30
C -0.308 -0.049 0.025 -1.40 1.76 -1.24
O -1.098 -0.831 0.850 0.18 -0.64 -0.23
C 0.886 0.500 0.867 -0.01 0.66 -0.57
O 1.772 1.150 0.388 -0.49 -0.33 0.25
H -1.016 0.632 -0.734 0.38 0.82 3.34
H -1.503 -1.564 0.380 -0.03 -0.10 -0.11
H 0.893 0.207 1.945 -0.36 -0.03 -0.49
```
Forces are in eV/Å.

Properties
Kohn-Sham gap: 10.5230 eV
Lowest unoccupied orbital energy: 0.07 eV
Energy: -8741.426 eV
SMILES: N#C[C@@H](O)C=O
ΔE to the lowest compared entry with this formula, charge and spin: 85.4 kcal per mole

# C3H3NO2P

A gas-phase ion, C3H3NO2P (charge -1) in a non-equilibrium geometry (ωB97M-V with the def2-TZVPD basis set, OMol25).

```
10
Properties=species:S:1:pos:R:3:forces:R:3
C -1.415 -0.066 -0.301 1.66 2.01 1.47
C -1.291 -0.916 -1.339 0.70 -0.72 0.09
C 0.209 -1.321 -1.562 -0.13 -0.42 -1.19
N 0.545 0.522 0.285 -3.50 -0.66 0.29
O -2.096 -1.555 -2.054 -0.53 0.43 0.13
O 0.468 -2.175 -2.373 0.09 -0.16 0.23
P 1.497 -0.292 -0.782 1.21 -0.85 0.85
H -2.123 0.684 0.123 0.99 -0.89 -0.52
H 0.517 1.521 0.195 0.06 0.27 -0.39
H 2.015 -1.420 0.105 -0.55 0.98 -0.97
```
Forces are in eV/Å.

Properties
Total charge: -1
Kohn-Sham gap: 8.0553 eV
Lowest unoccupied orbital energy: 4.35 eV
Energy: -18031.050 eV
ΔE to the lowest compared entry with this formula, charge and spin: 58.3 kcal per mole

# C3H3NO2S

2 unconnected molecules or ions with the total composition C3H3NO2S in a non-equilibrium geometry (ωB97M-V with the def2-TZVPD basis set, OMol25).

```
10
Properties=species:S:1:pos:R:3:forces:R:3
C -2.386 -2.016 0.426 -0.38 0.57 -0.04
C -2.335 -0.826 -0.237 0.90 1.42 0.13
C 0.332 -0.018 0.174 -1.42 0.35 -1.17
N -2.388 -3.008 1.010 0.06 -0.95 0.39
O -2.446 1.744 -0.391 0.03 0.81 0.18
O -4.562 0.421 -0.395 -1.61 0.42 0.16
S -3.185 0.562 -0.131 1.79 -2.15 -0.78
H -0.098 -0.095 1.169 0.70 -0.36 -0.08
H 1.001 -0.708 -0.367 -0.53 0.24 0.88
H -0.035 0.846 -0.397 0.47 -0.33 0.32
```
Forces are in eV/Å.

Properties
Kohn-Sham gap (spin up / spin down): 8.4092 / 6.9904 eV
Lowest unoccupied orbital energy (spin up / spin down): -1.84 / -2.51 eV
Energy: -19572.883 eV
ΔE to the lowest compared entry with this formula, charge and spin: 182.0 kcal per mole

# C3H3NO2S

C3H3NO2S in the gas phase in a non-equilibrium geometry (ωB97M-V with the def2-TZVPD basis set, OMol25).

```
10
Properties=species:S:1:pos:R:3:forces:R:3
O -2.513 -0.787 -0.203 -0.89 -1.23 -0.80
C -1.484 -0.219 -0.152 -0.19 -0.84 1.85
C -1.250 1.190 -0.168 5.70 -0.33 1.36
C 0.082 1.324 0.273 -1.92 -0.42 -1.06
N 0.615 0.025 0.642 1.64 2.55 -0.52
S 2.017 -0.191 -0.346 2.25 -2.01 1.28
O -0.279 -0.938 0.347 -2.99 0.75 -0.96
H -1.889 1.948 -0.499 -0.87 0.69 -0.35
H 0.761 2.229 0.232 -0.92 -1.43 0.52
H 2.791 -1.268 0.443 -1.81 2.27 -1.32
```
Forces are in eV/Å.

Properties
Kohn-Sham gap: 9.3216 eV
Lowest unoccupied orbital energy: -0.07 eV
Energy: -19576.577 eV
SMILES: O=c1ccn(S)o1
ΔE to the lowest compared entry with this formula, charge and spin: 96.8 kcal per mole

# C3H3NO2S

C3H3NO2S in the gas phase in a non-equilibrium geometry (ωB97M-V with the def2-TZVPD basis set, OMol25).

```
10
Properties=species:S:1:pos:R:3:forces:R:3
O -1.107 -2.196 0.060 -0.78 -0.13 -0.63
C -0.481 -1.296 0.514 1.41 0.26 1.49
C -0.096 -0.002 -0.178 -0.24 0.96 -0.87
C 0.342 -0.187 -1.649 -0.63 -1.36 -3.19
O 0.085 -1.194 -2.370 1.17 3.92 3.20
N -0.013 1.216 0.275 0.65 -1.82 -0.22
S -0.373 1.583 1.895 2.26 2.11 0.08
H 0.046 -1.451 1.500 -0.32 0.45 -0.28
H 0.887 0.767 -2.118 -0.97 -1.80 1.06
H 0.710 2.760 2.071 -2.57 -2.58 -0.64
```
Forces are in eV/Å.

Properties
Kohn-Sham gap: 8.4487 eV
Lowest unoccupied orbital energy: -1.23 eV
Energy: -19576.617 eV
SMILES: O=CC(C=O)=NS
ΔE to the lowest compared entry with this formula, charge and spin: 95.9 kcal per mole

# C3H3NO3

C3H3NO3 in the gas phase in a non-equilibrium geometry (ωB97M-V with the def2-TZVPD basis set, OMol25).

```
10
Properties=species:S:1:pos:R:3:forces:R:3
O -1.059 -1.806 0.894 -0.02 2.00 -1.37
C -0.559 -0.815 0.394 -0.36 0.06 2.83
C 0.962 -0.730 0.167 -0.92 3.97 1.92
O 1.079 0.431 -0.730 0.62 -1.96 0.37
C -0.047 1.126 -0.674 -0.09 -0.90 2.26
O -0.192 2.135 -1.234 -0.72 2.52 -1.69
N -0.998 0.579 0.265 0.78 -1.24 -2.20
H 1.225 -1.636 -0.275 1.31 -1.21 -0.60
H 1.490 -0.329 1.187 -1.17 -1.80 -2.37
H -1.899 1.044 0.006 0.57 -1.44 0.85
```
Forces are in eV/Å.

Properties
Kohn-Sham gap: 11.1147 eV
Lowest unoccupied orbital energy: 0.26 eV
Energy: -10791.778 eV
SMILES: O=C1COC(=O)N1
ΔE to the lowest compared entry with this formula, charge and spin: 21.3 kcal per mole